[1]
Computed, not measured: a 3-piece molecular cluster, C38H79BN3O9S overall, with wB97M-V/def2-TZVPD.

ORCA input file:
```
! RIJCOSX wB97M-V def2-TZVPD def2/J DEFGRID3
* xyz 1 1
N 4.1977 -3.3901 2.2161
C 3.7294 -3.0480 3.5659
C 2.4299 -3.7418 3.9366
O 1.9854 -4.6524 2.9860
C 1.3366 -2.8019 4.3803
C 1.1224 -1.5864 3.5422
C 1.1203 -0.2455 4.2770
B 2.1321 0.1393 5.4216
O 1.8691 1.3199 6.0329
O 3.1229 -0.6579 5.7973
N -0.2831 0.1920 4.5281
C -1.1342 -0.7000 3.6642
C -2.3914 -0.1200 3.1707
C -2.3283 0.9213 2.0562
C -3.0994 0.4883 0.8341
C -2.7559 1.2353 -0.4306
C -2.6969 0.3775 -1.6721
C -1.2898 0.0703 -2.1121
C -1.2527 -0.2720 -3.5670
C 0.0594 -0.7464 -4.1121
C 1.2179 0.1596 -3.8873
C 2.5444 -0.4663 -4.2694
C 3.5312 -0.5114 -3.1375
C 4.5657 0.5763 -3.2226
N 4.3911 1.6639 -2.2825
C 4.4768 2.9620 -2.6056
C 4.2551 3.6380 -1.5899
C 4.0247 2.7845 -0.5592
C 4.1185 1.5849 -1.0044
C -0.2737 -1.5642 2.8097
C -0.0429 -1.1757 1.3884
C 0.6391 -2.2333 0.5886
C -0.1348 -3.5074 0.5637
S 0.3034 -4.4847 -0.8742
H 5.0420 -2.8701 2.0536
H 3.5657 -3.0161 1.5283
H 3.6651 -1.9892 3.6863
H 4.4776 -3.3660 4.2352
H 2.6369 -4.3261 4.7890
H 1.9934 -4.2719 2.1124
H 1.5495 -2.5563 5.3928
H 0.4484 -3.3879 4.3677
H 1.8503 -1.3818 2.8250
H 1.4432 0.4232 3.5181
H 2.4536 2.0413 5.8034
H 4.0101 -0.3272 5.6613
H -0.4572 1.1809 4.4187
H -0.5258 -0.0465 5.4752
H -1.4742 -1.4059 4.3838
H -2.8389 0.3698 4.0002
H -3.0592 -0.8979 2.8934
H -1.3418 1.1546 1.7590
H -2.7679 1.8316 2.3833
H -2.8692 -0.5386 0.7060
H -4.1322 0.5774 1.0723
H -3.4328 2.0412 -0.5709
H -1.8035 1.6790 -0.3152
H -3.1402 -0.5470 -1.4117
H -3.2287 0.8182 -2.4751
H -0.6866 0.9267 -1.9301
H -0.9468 -0.7828 -1.5728
H -1.9627 -1.0476 -3.7045
H -1.6069 0.5489 -4.1398
H -0.0732 -0.8615 -5.1542
H 0.2393 -1.7244 -3.7181
H 1.0769 0.9914 -4.5384
H 1.2478 0.5552 -2.9030
H 2.9740 0.0497 -5.0891
H 2.3285 -1.4695 -4.5176
H 2.9855 -0.4198 -2.2372
H 4.0318 -1.4461 -3.0996
H 5.5447 0.1879 -3.0900
H 4.5509 1.0127 -4.1793
H 4.6959 3.3255 -3.5612
H 4.2484 4.6861 -1.5136
H 3.7912 3.0438 0.4234
H 4.0125 0.6513 -0.5505
H -0.7214 -2.5120 2.9230
H 0.4526 -0.2363 1.3344
H -0.9854 -1.0477 0.9269
H 1.6394 -2.3671 0.9306
H 0.6894 -1.8828 -0.4122
H -1.1568 -3.2562 0.4630
H -0.0470 -4.0605 1.4661
H -0.9029 -4.8891 -1.1822
C -7.2368 -6.4535 2.3678
O -5.8302 -6.6112 2.3323
C -5.2121 -6.4716 1.0735
C -4.1203 -5.4255 1.0304
O -4.4873 -4.0862 1.3208
C -4.9653 -3.7217 2.5988
C -3.9978 -3.8368 3.7572
O -3.5299 -5.1380 4.0190
C -2.1365 -5.3422 3.9510
H -7.7299 -7.4277 2.4155
H -7.4993 -5.8961 3.2679
H -7.6106 -5.9022 1.5030
H -5.9512 -6.2669 0.2939
H -4.7347 -7.4284 0.8289
H -3.7717 -5.3970 -0.0055
H -3.2570 -5.7333 1.6258
H -5.9087 -4.2193 2.8292
H -5.2074 -2.6571 2.5119
H -4.5298 -3.4989 4.6563
H -3.1565 -3.1467 3.5925
H -1.6372 -4.5674 3.3571
H -1.9469 -6.3053 3.4775
H -1.7002 -5.3668 4.9555
C 0.4030 9.3747 -6.4119
O 1.3833 8.4397 -6.0053
C 2.3640 8.9057 -5.1060
C 2.4697 8.1087 -3.8236
O 1.3290 8.0566 -2.9885
C 0.1352 7.4356 -3.4200
C 0.1756 5.9415 -3.6582
O 1.0615 5.5253 -4.6766
C 2.0738 4.6263 -4.2931
H 0.6278 9.7556 -7.4121
H -0.5623 8.8681 -6.4507
H 0.3207 10.2127 -5.7173
H 2.2085 9.9624 -4.8709
H 3.3375 8.8212 -5.6055
H 3.2290 8.6134 -3.2202
H 2.8613 7.1059 -4.0162
H -0.2941 7.9561 -4.2784
H -0.5687 7.5886 -2.5975
H -0.8357 5.6486 -3.9674
H 0.3941 5.4244 -2.7173
H 2.2616 4.6469 -3.2195
H 2.9964 4.9055 -4.8083
H 1.8128 3.6038 -4.5956
*
```

- E_tot (hartree) = -2759.33993
- Kohn-Sham gap (Eh) = 0.266
- HOMO level (Eh) = -0.3799

=====

[2]
Computed, not measured: a 6-piece molecular cluster, C38H80N8O6 overall, with wB97M-V/def2-TZVPD.

ORCA input file:
```
! RIJCOSX wB97M-V def2-TZVPD def2/J DEFGRID3
* xyz 0 1
H -4.6570 -3.2473 0.9298
N -5.0192 -3.2522 -0.0485
C -5.0179 -2.0140 -0.4110
C -4.5536 -0.9409 0.6435
C -3.0045 -0.8272 0.7864
C -2.3703 -1.2152 2.0782
N -1.0411 -1.1799 2.3718
C -0.3465 -0.6752 1.2797
C 1.1517 -0.5226 1.4347
C 1.8526 -0.9762 2.7848
C 2.5119 -2.4100 2.4802
C 2.2006 -3.4513 3.6566
C 2.0158 0.0177 0.4079
C 1.3679 0.4189 -0.9007
C -0.0586 0.2574 -1.1193
C -0.6905 0.6761 -2.4792
C -1.1682 -0.5171 -3.4119
C -0.6269 -1.9506 -3.0234
C 0.8539 -2.2212 -3.5629
O 1.8452 -2.1914 -2.5243
C 3.0450 -1.5796 -3.0353
C -0.9338 -0.2794 -0.0136
N -2.2945 -0.3751 -0.2815
H -5.3892 -1.7742 -1.4420
H -4.9207 0.0768 0.3035
H -5.0545 -1.1435 1.6321
H -3.0573 -1.5748 2.8953
H 2.6596 -0.2188 2.9821
H 1.1114 -1.0678 3.6178
H 2.0854 -2.8684 1.5435
H 3.6312 -2.3406 2.4028
H 1.3466 -4.1381 3.3794
H 3.0798 -4.0973 3.9187
H 1.8801 -2.8876 4.5763
H 3.1186 0.1547 0.5400
H 2.0318 0.8377 -1.6921
H -0.0295 1.4127 -3.0273
H -1.6220 1.2710 -2.2212
H -0.7535 -0.2945 -4.4588
H -2.2841 -0.5831 -3.5481
H -1.2676 -2.6928 -3.5951
H -0.7450 -2.2236 -1.9417
H 1.1025 -1.5732 -4.4562
H 0.8515 -3.2853 -3.9673
H 3.5943 -2.2644 -3.7429
H 2.8231 -0.6165 -3.5916
H 3.7457 -1.2945 -2.1942
C 4.7385 2.9731 2.2342
O 5.3111 1.9276 1.4621
C 6.6145 2.2000 0.9723
C 7.7392 1.9226 1.9867
C 7.8740 3.0032 3.0551
N 7.5660 0.6223 2.6442
H 5.0309 3.9629 1.8696
H 5.0117 2.8570 3.2838
H 3.6526 2.8867 2.1660
H 6.7543 1.5242 0.1222
H 6.6753 3.2194 0.5713
H 8.6821 1.9010 1.4302
H 7.0859 2.9488 3.8069
H 8.8246 2.8963 3.5830
H 7.8532 4.0006 2.6091
H 7.5668 -0.1065 1.9339
H 6.6158 0.5950 3.0136
C -3.8807 -6.8301 5.6254
O -2.9436 -6.5185 4.6090
C -3.2799 -7.0147 3.3208
C -4.2614 -6.1258 2.5346
C -5.7078 -6.2558 3.0014
N -3.8710 -4.7126 2.5852
H -4.3356 -7.8138 5.4777
H -4.6533 -6.0596 5.6789
H -3.3526 -6.8330 6.5800
H -2.3373 -7.0456 2.7656
H -3.6371 -8.0498 3.3843
H -4.2301 -6.4512 1.4897
H -5.8907 -5.7425 3.9467
H -6.3833 -5.8147 2.2646
H -5.9883 -7.3050 3.1217
H -2.9375 -4.6172 2.1887
H -3.7394 -4.4690 3.5667
C 0.0676 0.9688 -6.8554
O -1.2218 1.5317 -6.6988
C -1.2477 2.7655 -5.9928
C -0.9370 3.9986 -6.8606
C 0.5478 4.1661 -7.1697
N -1.6857 3.9757 -8.1208
H 0.7092 1.1612 -5.9895
H 0.5379 1.3444 -7.7670
H -0.0475 -0.1111 -6.9666
H -2.2711 2.8681 -5.6227
H -0.6001 2.7210 -5.1075
H -1.2498 4.8820 -6.2942
H 0.9010 3.4603 -7.9228
H 0.7420 5.1684 -7.5584
H 1.1534 4.0373 -6.2686
H -2.6819 3.9552 -7.9072
H -1.5155 3.0711 -8.5584
C -8.2583 2.4918 -5.2625
O -7.2820 3.0881 -4.4256
C -6.0920 2.3281 -4.2697
C -5.0688 2.5100 -5.4064
C -5.4296 1.7487 -6.6777
N -4.8753 3.9275 -5.7392
H -8.2678 1.4019 -5.1711
H -8.0963 2.7834 -6.3025
H -9.2357 2.8725 -4.9626
H -5.6334 2.6919 -3.3447
H -6.3260 1.2691 -4.1045
H -4.1138 2.1087 -5.0519
H -6.2380 2.2238 -7.2352
H -4.5669 1.7011 -7.3471
H -5.7279 0.7226 -6.4491
H -4.5473 4.4156 -4.9081
H -5.7974 4.3293 -5.9035
C 5.2636 3.5166 8.8342
O 6.0254 2.5811 8.0904
C 5.3641 1.3506 7.8323
C 4.4191 1.3813 6.6164
C 3.0909 2.0779 6.8956
N 5.0526 2.0145 5.4540
H 4.6242 3.0292 9.5757
H 4.6628 4.1356 8.1640
H 5.9582 4.1761 9.3565
H 6.1606 0.6310 7.6196
H 4.8509 0.9891 8.7319
H 4.1894 0.3426 6.3562
H 3.1879 3.1638 6.9360
H 2.3722 1.8526 6.1040
H 2.6603 1.7372 7.8404
H 5.8934 1.4909 5.2153
H 5.4131 2.9183 5.7600
*
```

- SMILES string = [H]/N=C\Cc1cnc2c(CCC)ccc(CCCCOC)c2n1.COC[C@@H](C)N.COC[C@@H](C)N.COC[C@@H](C)N.COC[C@@H](C)N.COC[C@@H](C)N
- relative energy (zero: lowest compared OMol25 entry of this formula, charge and spin) (kcal per mole) = 53.6
- E_tot (hartree) = -2385.14921
- Kohn-Sham gap (Eh) = 0.286
- HOMO level (Eh) = -0.2991